# 1
Computed, not measured: a molecular structure, C24H19IrN6OSTe, with ωB97M-V/def2-TZVPD.

```
53
Properties=species:S:1:pos:R:3:mulliken_charge:R:1
Ir -0.140 0.244 0.045 0.34
Te -2.453 1.428 -0.116 -0.01
S -4.628 -1.010 -0.805 -0.13
O 2.307 0.613 -0.852 -0.42
N 0.139 0.359 -2.088 0.48
N 1.831 -0.275 3.086 -0.77
N 5.399 -1.200 2.173 -0.63
N 4.513 0.148 -0.929 -0.47
N -0.016 -1.951 -2.184 -0.25
N -0.937 -0.905 1.621 0.34
C -3.209 -0.150 -2.725 -0.28
C 2.186 0.215 1.850 0.04
C 1.265 0.897 4.049 -0.67
C 0.452 0.385 2.932 0.74
C 0.677 -0.731 -4.138 -0.99
C -2.938 -1.952 2.381 -0.85
C 1.082 2.438 1.660 -1.17
C -4.045 -1.161 -3.274 -0.61
C 0.924 0.482 -4.726 -0.38
C 0.280 -0.773 -2.792 0.85
C 0.384 1.544 -2.680 -0.27
C -1.625 -0.664 3.903 -0.79
C -2.010 -1.669 1.400 -0.15
C 1.708 2.254 4.017 -1.09
C 0.775 1.657 -3.988 -0.96
C 3.338 -0.039 1.152 0.23
C -2.752 -1.428 3.651 -0.48
C 3.347 0.276 -0.255 0.85
C 0.889 0.983 1.612 1.50
C 4.455 -0.696 1.744 -0.46
C -0.736 -0.430 2.871 -0.25
C 1.540 2.988 2.850 -0.18
C -4.871 -1.715 -2.343 -0.45
C -3.395 0.039 -1.383 -0.01
H -3.477 -1.607 4.434 0.45
H 1.093 0.465 5.026 0.55
H -2.497 0.422 -3.307 0.49
H -2.123 -2.064 0.399 0.60
H 1.239 0.522 -5.761 0.44
H -5.621 -2.478 -2.480 0.42
H 5.376 -0.010 -0.436 0.19
H -3.786 -2.577 2.145 0.43
H 0.249 -2.813 -2.623 0.24
H 1.778 4.046 2.871 0.41
H 2.094 2.699 4.921 0.38
H -4.038 -1.456 -4.314 0.39
H -0.127 -1.941 -1.179 0.01
H 0.977 3.031 0.760 0.36
H 0.967 2.628 -4.418 0.48
H 0.256 2.413 -2.051 0.37
H 0.792 -1.656 -4.687 0.41
H 4.535 0.417 -1.896 0.25
H -1.425 -0.241 4.877 0.49
```

Results
Kohn-Sham gap (alpha / beta) = 4.85 / 4.85 eV
Energy above the lowest of the compared OMol25 structures with the same formula, charge and spin = 591.1 kJ/mol
E = -57147.43907 eV

# 2
Computed, not measured: a molecular structure, C24H19N2O7S8Ti, with ωB97M-V/def2-TZVPD.

```
61
Properties=species:S:1:pos:R:3:mulliken_spin:R:1
Ti 0.291 -0.181 -0.125 0.95
S -0.596 -3.895 -1.862 0.00
S -0.235 2.209 4.568 0.00
S 1.553 3.815 2.945 0.00
S -0.126 -0.164 2.696 0.01
S 0.971 -3.358 2.973 0.00
S 0.812 -0.385 -2.764 0.01
S 1.947 1.688 0.846 0.00
S 2.897 -4.368 -1.846 0.00
O 1.453 -1.558 -3.320 0.00
O -0.448 -0.778 -1.972 0.00
O 1.615 0.183 -1.584 -0.01
O 0.488 4.671 5.206 0.00
O -1.099 1.332 -0.164 0.01
O 0.497 0.648 -3.731 0.00
O 0.776 -1.927 0.355 0.00
N -3.323 1.264 -0.593 0.00
N -2.422 -1.240 0.248 0.01
C -2.253 1.525 0.225 0.00
C 0.210 -4.146 -0.367 0.01
C 3.391 -2.111 -0.775 0.00
C 2.838 -5.084 3.073 0.00
C -3.164 -1.184 -0.853 0.00
C -3.200 0.167 -1.559 0.00
C 4.450 -2.363 -1.691 0.00
C -3.164 -3.466 0.631 0.00
C 2.473 -3.112 -0.754 0.00
C -3.902 -3.427 -0.536 0.00
C 1.743 -3.763 1.506 0.00
C -1.175 -6.012 -0.568 0.00
C -3.927 -2.258 -1.288 0.00
C -1.468 -5.342 -1.723 0.00
C -2.436 -2.334 0.992 0.00
C -0.209 -5.317 0.208 0.00
C 1.211 2.197 2.344 0.01
C 4.318 -3.557 -2.332 0.00
C -2.536 2.118 1.567 0.00
C 0.586 3.757 4.409 0.00
C 1.924 -4.447 3.865 0.00
C 0.373 1.456 3.099 0.00
C 1.264 -3.181 0.174 -0.01
C 2.729 -4.687 1.713 0.00
H -4.457 -4.298 -0.865 0.00
H -2.165 -5.625 -2.495 0.00
H 4.959 -3.982 -3.087 0.00
H -1.869 2.962 1.737 0.00
H -1.838 -2.303 1.899 0.00
H -3.577 2.421 1.685 0.00
H -3.119 -4.352 1.249 0.00
H 1.794 -4.537 4.931 0.00
H 5.260 -1.672 -1.874 0.00
H 3.288 -1.212 -0.181 0.01
H 0.176 -5.675 1.152 0.00
H -1.625 -6.952 -0.279 0.00
H -4.508 -2.178 -2.198 0.00
H 3.351 -5.064 0.915 0.00
H -2.273 0.304 -2.115 0.00
H -4.044 0.206 -2.248 0.00
H 3.565 -5.794 3.442 0.00
H -2.263 1.344 2.294 0.00
H -4.194 1.249 -0.080 0.00
```

Results
Kohn-Sham gap (alpha / beta) = 4.87 / 4.92 eV
Energy above the lowest of the compared OMol25 structures with the same formula, charge and spin = 146.1 kJ/mol
⟨S²⟩ = 0.753
E = -152313.32614 eV
Total charge = -2
Spin multiplicity = 2

# 3
Computed, not measured: a molecular structure, C24H19N6O3SW, with ωB97M-V/def2-TZVPD.

```
54
Properties=species:S:1:pos:R:3:mulliken_spin:R:1
W -0.976 -0.579 -2.037 1.62
S -1.994 1.401 -1.074 -0.04
O -1.336 -1.949 -0.621 -0.02
O -0.096 4.055 3.880 0.00
O 0.451 -1.442 -2.980 0.02
N -4.458 2.223 -1.725 0.03
N 2.069 -1.829 3.684 0.00
N 0.579 -0.262 -0.659 -0.01
N 2.411 -0.828 4.303 0.00
N -3.563 0.561 -3.060 0.03
N -2.616 -0.379 -3.149 0.10
C -0.510 -2.041 0.402 -0.04
C -1.159 -1.640 -4.709 0.00
C 2.571 0.701 0.233 -0.02
C 1.484 -1.042 1.473 0.01
C 0.565 2.900 4.027 0.00
C 0.604 5.278 3.980 0.00
C 1.254 -1.906 2.595 0.02
C 0.376 0.498 4.009 0.00
C -1.767 -0.378 -4.203 0.16
C -3.494 1.368 -2.063 0.05
C 1.559 0.634 -0.720 0.00
C 0.218 -3.869 -5.667 -0.01
C 1.761 0.383 4.231 0.00
C 1.938 2.785 4.271 0.00
C -1.597 -2.298 -5.853 0.02
C 0.254 -2.877 2.523 -0.02
C 2.520 1.546 4.408 0.00
C -0.915 -3.409 -6.322 0.02
C 0.674 -3.232 -4.530 0.01
C -0.209 1.731 3.930 0.00
C 2.549 -0.139 1.330 0.03
C -0.007 -2.117 -4.042 0.00
C -0.624 -2.949 1.454 0.01
C 0.556 -1.105 0.410 0.02
H 3.578 1.453 4.597 0.00
H 3.372 1.409 0.100 0.00
H 1.354 5.374 3.190 0.00
H 1.563 -3.548 -4.006 0.00
H 1.542 1.303 -1.579 -0.01
H 3.347 -0.109 2.056 0.00
H 2.550 3.667 4.359 0.00
H 0.751 -4.728 -6.047 0.00
H -1.274 1.832 3.792 0.00
H -0.148 6.056 3.859 0.00
H -5.321 2.256 -2.242 0.00
H -1.926 0.419 -4.943 0.00
H -2.482 -1.949 -6.361 0.00
H -4.280 2.901 -1.005 0.00
H -0.233 -0.394 3.956 0.00
H 0.124 -3.533 3.369 0.00
H 1.084 5.388 4.955 0.00
H -1.416 -3.682 1.443 0.00
H -1.256 -3.908 -7.216 0.00
```

Results
Kohn-Sham gap (alpha / beta) = 5.76 / 4.70 eV
Energy above the lowest of the compared OMol25 structures with the same formula, charge and spin = 166.7 kJ/mol
⟨S²⟩ = 2.020
E = -52932.17149 eV
Total charge = +1
Spin multiplicity = 3

What did the second record say?
Computed, not measured: a molecular structure, C24H19N2O7S8Ti, with ωB97M-V/def2-TZVPD.

```
61
Properties=species:S:1:pos:R:3:mulliken_spin:R:1
Ti 0.291 -0.181 -0.125 0.95
S -0.596 -3.895 -1.862 0.00
S -0.235 2.209 4.568 0.00
S 1.553 3.815 2.945 0.00
S -0.126 -0.164 2.696 0.01
S 0.971 -3.358 2.973 0.00
S 0.812 -0.385 -2.764 0.01
S 1.947 1.688 0.846 0.00
S 2.897 -4.368 -1.846 0.00
O 1.453 -1.558 -3.320 0.00
O -0.448 -0.778 -1.972 0.00
O 1.615 0.183 -1.584 -0.01
O 0.488 4.671 5.206 0.00
O -1.099 1.332 -0.164 0.01
O 0.497 0.648 -3.731 0.00
O 0.776 -1.927 0.355 0.00
N -3.323 1.264 -0.593 0.00
N -2.422 -1.240 0.248 0.01
C -2.253 1.525 0.225 0.00
C 0.210 -4.146 -0.367 0.01
C 3.391 -2.111 -0.775 0.00
C 2.838 -5.084 3.073 0.00
C -3.164 -1.184 -0.853 0.00
C -3.200 0.167 -1.559 0.00
C 4.450 -2.363 -1.691 0.00
C -3.164 -3.466 0.631 0.00
C 2.473 -3.112 -0.754 0.00
C -3.902 -3.427 -0.536 0.00
C 1.743 -3.763 1.506 0.00
C -1.175 -6.012 -0.568 0.00
C -3.927 -2.258 -1.288 0.00
C -1.468 -5.342 -1.723 0.00
C -2.436 -2.334 0.992 0.00
C -0.209 -5.317 0.208 0.00
C 1.211 2.197 2.344 0.01
C 4.318 -3.557 -2.332 0.00
C -2.536 2.118 1.567 0.00
C 0.586 3.757 4.409 0.00
C 1.924 -4.447 3.865 0.00
C 0.373 1.456 3.099 0.00
C 1.264 -3.181 0.174 -0.01
C 2.729 -4.687 1.713 0.00
H -4.457 -4.298 -0.865 0.00
H -2.165 -5.625 -2.495 0.00
H 4.959 -3.982 -3.087 0.00
H -1.869 2.962 1.737 0.00
H -1.838 -2.303 1.899 0.00
H -3.577 2.421 1.685 0.00
H -3.119 -4.352 1.249 0.00
H 1.794 -4.537 4.931 0.00
H 5.260 -1.672 -1.874 0.00
H 3.288 -1.212 -0.181 0.01
H 0.176 -5.675 1.152 0.00
H -1.625 -6.952 -0.279 0.00
H -4.508 -2.178 -2.198 0.00
H 3.351 -5.064 0.915 0.00
H -2.273 0.304 -2.115 0.00
H -4.044 0.206 -2.248 0.00
H 3.565 -5.794 3.442 0.00
H -2.263 1.344 2.294 0.00
H -4.194 1.249 -0.080 0.00
```

Results
Kohn-Sham gap (alpha / beta) = 4.87 / 4.92 eV
Energy above the lowest of the compared OMol25 structures with the same formula, charge and spin = 146.1 kJ/mol
⟨S²⟩ = 0.753
E = -152313.32614 eV
Total charge = -2
Spin multiplicity = 2

Question: The lowest energy above the lowest of the compared OMol25 structures with the same formula, charge and spin belongs to which entry?
Answer: C24H19N2O7S8Ti

Question: What is the formula in the third record?
Answer: C24H19N6O3SW

Question: Look up the energy above the lowest of the compared OMol25 structures with the same formula, charge and spin of the first one.
Answer: 591.1 kJ/mol